1.
Density functional theory data (ωB97M-V/def2-TZVPD) for a structure of composition C3H3N3O4S2.

Each line ends with the natural charge from an NBO analysis.
Geometry (Å):
C1 -0.04109 -1.09356 0.10753  -0.3943
C2 -0.15049 -0.09402 0.98788  -0.1148
C3 0.89838 -0.71079 -0.89469  0.2652
N1 1.46197 0.37888 -0.53338  -0.3286
N2 0.86353 0.76891 0.62274  -0.3991
N3 1.67534 -1.79510 -2.70629  -0.9879
O1 0.78685 -4.26030 -3.01215  -1.0333
O2 0.65587 -0.11431 -4.49952  -1.0649
O3 2.95932 -3.84583 -2.00202  -1.0341
O4 2.99022 0.04282 -4.11586  -1.0702
S1 1.96786 -3.36079 -3.01383  1.7937
S2 1.84067 -0.94238 -4.28792  1.5983
H1 -0.84381 -1.80845 0.07298  0.2053
H2 -0.70234 -0.08865 1.94287  0.1875
H3 1.28628 1.53756 1.19391  0.3773

Computed properties:
net charge: -2
2S+1: 1
frontier orbital gap (alpha / beta): 5.025 / 5.354 eV
LUMO (alpha / beta): 5.50 / 5.45 eV
ΔE to the lowest compared entry with this formula, charge and spin: 97.26 kcal/mol



2.
Density functional theory data (ωB97M-V/def2-TZVPD) for a structure of composition C4H7BO2.

Each line ends with the natural charge from an NBO analysis.
Geometry (Å):
B1 0.72096 -0.01517 -0.21455  0.8294
C1 2.05807 -0.75785 0.09536  0.0876
C2 -1.87603 -1.12492 -0.34150  0.3945
C3 0.09668 1.22492 -0.81954  -1.0755
C4 -0.79220 -1.21707 0.61829  -0.7167
O1 2.72213 -1.54798 -0.54356  -0.4902
O2 -2.62131 -0.21958 -0.59590  -0.5458
H1 2.11452 -0.63546 1.26781  0.1121
H2 -2.26515 -2.20747 -0.68374  0.0944
H3 0.09291 0.85126 -1.88964  0.2862
H4 0.55563 2.16591 -0.65916  0.2603
H5 -0.93281 1.38380 -0.69189  0.2809
H6 -0.29663 -2.24130 0.84546  0.2355
H7 -0.91108 -0.82104 1.61146  0.2474

Computed properties:
net charge: 0
2S+1: 1
frontier orbital gap: 9.199 eV
LUMO: -0.15 eV
ΔE to the lowest compared entry with this formula, charge and spin: 112.70 kcal/mol



3.
Density functional theory data (ωB97M-V/def2-TZVPD) for a cluster of 8 separate species, C36H64N8O4 in total.

Each line ends with the Löwdin spin population.
Geometry (Å):
C1 -0.18870 -6.44416 0.46919  0.0003
C2 -0.61445 -7.68257 -0.27041  0.0001
C3 -2.07322 -7.42697 -0.74618  0.0001
C4 -2.28370 -6.32335 -1.68467  0.0000
N1 -2.46701 -5.39421 -2.36646  0.0000
H1 -0.93244 -5.95015 1.09443  0.0004
H2 0.26793 -5.72059 -0.20611  0.0000
H3 0.63227 -6.75040 1.11752  0.0000
H4 -0.53111 -8.53905 0.39862  0.0000
H5 0.04010 -7.89564 -1.11555  0.0000
H6 -2.72862 -7.17839 0.08854  0.0000
H7 -2.53555 -8.30694 -1.19340  0.0000
C5 -4.63749 -0.76926 -0.99221  0.0000
C6 -4.38597 -2.27970 -1.04777  0.0010
C7 -4.86442 -2.94765 -2.29150  0.0003
C8 -6.32994 -2.74435 -2.58804  0.0000
N2 -7.44339 -2.58793 -2.87473  0.0000
H8 -4.02949 -0.34171 -0.19494  0.0000
H9 -5.64865 -0.41825 -0.78616  0.0000
H10 -4.23382 -0.19839 -1.82842  0.0000
H11 -4.96802 -2.73209 -0.24486  0.0008
H12 -3.37972 -2.59226 -0.76871  -0.0001
H13 -4.58568 -3.99646 -2.18956  0.0000
H14 -4.29531 -2.64139 -3.16924  0.0001
C9 -5.49240 2.97659 0.46818  0.0000
O1 -4.81690 2.90769 -0.77557  0.0000
C10 -3.99384 4.00896 -1.00536  0.0000
C11 -3.41105 3.88006 -2.41259  0.0000
N3 -2.47169 2.75672 -2.42609  0.0000
C12 -1.76694 2.64020 -3.70349  0.0000
C13 -0.98506 1.29053 -3.69861  0.0000
O2 -1.86444 0.24999 -3.24654  0.0000
C14 -1.27382 -1.05146 -3.38240  0.0000
H15 -5.83113 1.98588 0.77126  0.0000
H16 -6.39397 3.58855 0.44002  0.0000
H17 -4.85468 3.31164 1.28619  0.0000
H18 -3.16093 4.09623 -0.30769  0.0000
H19 -4.60255 4.91027 -1.07760  0.0000
H20 -2.92979 4.80129 -2.74097  0.0000
H21 -4.26233 3.74357 -3.07953  0.0000
H22 -2.92727 1.86199 -2.31646  0.0000
H23 -1.06191 3.44637 -3.90627  0.0000
H24 -2.45445 2.62255 -4.54913  0.0000
H25 -0.08799 1.28661 -3.07944  0.0000
H26 -0.54185 1.08084 -4.67210  0.0000
H27 -0.42789 -1.21791 -2.71547  0.0000
H28 -1.11038 -1.31217 -4.42807  0.0000
H29 -2.05417 -1.72738 -3.03269  0.0000
C15 5.42895 7.22964 -0.60154  0.0000
O3 5.01632 6.01594 -0.03263  0.0000
C16 5.70807 4.85946 -0.37161  0.0000
C17 4.82674 3.66989 0.15819  0.0000
N4 5.57288 2.37665 0.14101  0.0000
C18 5.61927 1.66120 -1.18145  0.0000
C19 6.05301 0.20534 -0.87981  0.0000
O4 5.28202 -0.40347 0.18816  0.0000
C20 3.88285 -0.76071 -0.10500  0.0000
H30 4.66000 7.97677 -0.40506  0.0000
H31 5.23199 7.08309 -1.66353  0.0000
H32 6.43927 7.62405 -0.49293  0.0000
H33 6.70748 4.92864 0.05793  0.0000
H34 5.85360 4.81985 -1.45112  0.0000
H35 3.93227 3.52487 -0.44760  0.0000
H36 4.40224 3.93104 1.12757  0.0000
H37 5.34241 1.71039 0.86425  0.0000
H38 6.25982 2.17920 -1.89522  0.0000
H39 4.64476 1.68869 -1.66896  0.0000
H40 7.07740 0.32592 -0.52742  0.0000
H41 6.00661 -0.46277 -1.73980  0.0000
H42 3.31902 0.16168 -0.24419  0.0000
H43 3.45528 -1.38045 0.68317  0.0000
H44 3.83565 -1.38597 -0.99658  0.0000
N5 -2.46537 -3.06228 2.75885  0.0370
C21 -3.50651 -3.81049 2.29904  0.3464
C22 -4.31686 -4.29506 3.39979  0.1172
C23 -3.74640 -3.67975 4.50390  0.1063
C24 -2.57083 -2.97746 4.12682  0.3621
H45 -1.76850 -2.67859 2.13656  -0.0019
H46 -3.55819 -4.04609 1.24632  0.0139
H47 -5.16278 -4.96450 3.34813  0.0021
H48 -4.15309 -3.69786 5.50424  0.0007
H49 -1.84507 -2.42174 4.70201  0.0138
N6 -0.33583 2.58769 -0.31634  0.0000
C25 1.01622 2.34408 -0.46458  0.0000
C26 1.58663 2.28900 0.77429  0.0000
C27 0.55132 2.60317 1.72385  0.0000
C28 -0.61945 2.78692 1.01243  0.0000
H50 -0.96900 2.65709 -1.10016  0.0000
H51 1.46169 2.14602 -1.42828  0.0000
H52 2.62525 2.06586 0.96888  0.0000
H53 0.63243 2.58690 2.80068  0.0000
H54 -1.66390 2.91089 1.25769  0.0000
N7 5.69834 1.37651 3.94060  0.0000
C29 5.13707 2.43453 4.63008  0.0000
C30 3.77219 2.28255 4.47752  0.0000
C31 3.52820 1.14877 3.78805  0.0000
C32 4.74174 0.58321 3.46483  0.0000
H55 6.69696 1.25994 3.84433  0.0000
H56 5.79630 3.13712 5.11812  0.0000
H57 3.09396 3.01334 4.89266  0.0000
H58 2.53213 0.85067 3.49583  0.0000
H59 5.02159 -0.28568 2.88767  0.0000
N8 0.20057 -0.53460 0.95844  -0.0001
C33 0.68021 -1.60304 1.76284  -0.0003
C34 0.13177 -2.80104 1.31509  0.0000
C35 -0.70424 -2.51405 0.19557  0.0001
C36 -0.68618 -1.13065 0.10849  -0.0001
H60 0.53041 0.41909 1.00079  0.0000
H61 1.32296 -1.33257 2.58754  0.0000
H62 0.27668 -3.76879 1.77210  -0.0001
H63 -1.27306 -3.18776 -0.42809  0.0000
H64 -1.25316 -0.54610 -0.60090  0.0000

Computed properties:
net charge: +1
2S+1: 2
frontier orbital gap (alpha / beta): 6.645 / 2.696 eV
LUMO (alpha / beta): -3.05 / -7.00 eV
expectation value of S²: 0.763



4.
Density functional theory data (ωB97M-V/def2-TZVPD) for the ion C4H5N2 with charge +1.

Each line ends with the natural charge from an NBO analysis.
Geometry (Å):
C1 -2.21550 -0.96426 0.05900  0.0506
N1 -0.96837 -0.90730 -0.03679  -0.2505
C2 0.29129 -0.70254 -0.06201  0.2898
C3 1.84687 -1.51560 -0.04297  0.2538
N2 2.36636 -0.35051 0.06760  -0.5753
C4 1.19822 0.48967 -0.03818  -0.2841
H1 -2.72277 -1.06967 -0.89353  0.2442
H2 -2.74132 -0.86375 1.02337  0.2552
H3 3.39185 -0.18084 0.36174  0.4807
H4 0.92748 1.14336 -0.99855  0.2739
H5 1.13845 1.14252 0.94876  0.2617

Computed properties:
net charge: +1
SMILES: C=NC1=C=[NH+]C1
2S+1: 1
frontier orbital gap: 8.195 eV
LUMO: -5.33 eV
ΔE to the lowest compared entry with this formula, charge and spin: 91.26 kcal/mol



5.
Density functional theory data (ωB97M-V/def2-TZVPD) for a cluster of 10 separate species, H20O10 in total.

Each line ends with the natural charge from an NBO analysis.
Geometry (Å):
O1 2.05427 -1.91497 -1.30155  -0.9687
H1 1.23045 -2.10380 -1.78092  0.4947
H2 2.78688 -2.33804 -1.76972  0.4779
O2 -1.55561 -2.76586 0.91070  -0.9996
H3 -0.99951 -2.00632 0.69722  0.4921
H4 -1.81047 -3.27869 0.14883  0.4718
O3 1.84048 0.62081 2.15855  -0.9440
H5 1.26805 1.36651 2.30820  0.4839
H6 1.25070 -0.06967 2.36203  0.4661
O4 -0.24780 2.65144 2.40419  -0.9769
H7 -0.91434 1.98474 2.34158  0.4798
H8 -0.65678 3.51196 2.11575  0.4820
O5 -0.15894 -0.53687 0.34139  -0.9532
H9 -0.79007 0.03372 0.70615  0.4812
H10 -0.23126 -0.45268 -0.61820  0.4857
O6 -0.47071 -2.35957 -2.41431  -0.9587
H11 -1.00246 -1.55805 -2.31697  0.4981
H12 -0.11180 -2.32156 -3.30387  0.4719
O7 -2.00851 0.86665 1.66304  -0.9441
H13 -2.20218 0.24455 2.36616  0.5016
H14 -2.65985 1.54678 1.78596  0.4913
O8 0.63832 2.51668 -0.40998  -0.9839
H15 0.22147 2.66265 0.43621  0.4643
H16 1.29153 1.85637 -0.29957  0.4983
O9 -1.67793 0.12754 -2.38568  -0.9675
H17 -0.91061 0.45501 -2.85246  0.4892
H18 -2.25817 0.85657 -2.23752  0.4975
O10 2.88462 0.44086 -0.50888  -1.0055
H19 2.54655 -0.32298 -0.96208  0.4829
H20 2.65366 0.28623 0.41574  0.4919

Computed properties:
net charge: 0
SMILES: O.O.O.O.O.O.O.O.O.O
2S+1: 1
frontier orbital gap: 9.622 eV
LUMO: -0.37 eV
ΔE to the lowest compared entry with this formula, charge and spin: 60.19 kcal/mol



6.
Density functional theory data (ωB97M-V/def2-TZVPD) for a cluster of 3 separate species, C20H34BClN3O9P in total.

Each line ends with the natural charge from an NBO analysis.
Geometry (Å):
C1 -4.49376 -3.18421 -1.77324  -0.7299
C2 -4.61529 -4.03708 -2.99139  0.8034
O1 -5.65712 -4.20619 -3.54041  -0.5433
O2 -3.47207 -4.61265 -3.48261  -0.5493
C3 -3.04098 -4.04725 -4.72374  -0.0675
C4 -2.16293 -2.79297 -4.56366  -0.4339
C5 -1.33686 -2.87427 -3.29097  -0.3868
C6 -0.28210 -1.74575 -3.21534  -0.4466
C7 0.06820 -1.42297 -1.78971  0.2844
C8 0.94462 -2.26279 -1.13169  -0.2835
C9 1.33418 -2.03664 0.19017  0.1804
C10 2.27371 -2.99304 0.84756  -0.8439
B1 1.71745 -4.49169 0.76455  1.1838
O3 1.90581 -5.27969 -0.36673  -0.9324
O4 1.06156 -5.05687 1.82306  -0.8949
C11 0.83357 -0.90329 0.84047  -0.1649
C12 1.27925 -0.59902 2.27517  0.7459
O5 1.81609 0.51508 2.39813  -0.7272
O6 1.08982 -1.48928 3.11146  -0.7159
C13 -0.05443 -0.10316 0.14433  0.2289
Cl1 -0.69239 1.27937 0.91413  0.0933
N1 -0.45355 -0.35076 -1.13253  -0.5930
P1 -1.67033 0.66742 -2.04697  1.2670
C14 -0.65383 2.17659 -2.29553  -1.0007
O7 -2.85426 1.07052 -1.01285  -0.9585
H1 -3.76097 -3.61650 -1.09549  0.2314
H2 -5.46051 -3.05045 -1.31001  0.2485
H3 -4.11186 -2.20309 -2.05667  0.2370
H4 -3.91115 -3.85824 -5.34870  0.2014
H5 -2.46242 -4.81454 -5.22833  0.1913
H6 -2.76137 -1.88642 -4.61134  0.2104
H7 -1.47383 -2.80824 -5.40731  0.2135
H8 -1.93478 -2.84031 -2.38906  0.2107
H9 -0.79806 -3.81955 -3.30132  0.2097
H10 0.63670 -2.13077 -3.65296  0.2293
H11 -0.55405 -0.88385 -3.81077  0.2326
H12 1.34999 -3.10059 -1.67506  0.2328
H13 3.20399 -2.97565 0.27760  0.2606
H14 2.40952 -2.75314 1.89472  0.2959
H15 1.12939 -5.27307 -0.93168  0.4977
H16 0.39116 -4.46498 2.18517  0.5113
H17 0.18961 2.24342 -1.61610  0.2567
H18 -1.29038 3.05432 -2.20281  0.2598
H19 -0.32024 2.12844 -3.32734  0.2499
H20 -2.78452 2.00551 -0.76472  0.5123
C15 6.22704 2.75533 4.45846  0.5267
O8 6.01265 3.94154 4.28392  -0.6383
N2 5.38480 1.76265 4.12928  -0.4227
C16 5.70700 0.37122 4.36623  -0.3958
C17 4.10359 2.08816 3.51439  -0.4328
H21 7.16484 2.39263 4.91690  0.0951
H22 5.71122 -0.17738 3.42199  0.1929
H23 4.96431 -0.07737 5.02843  0.2018
H24 6.68954 0.28700 4.82780  0.2016
H25 4.27344 2.63029 2.58323  0.2005
H26 3.52976 2.72811 4.18532  0.2043
H27 3.54178 1.18136 3.30953  0.2572
C18 -3.06373 5.00270 0.98294  0.5227
O9 -3.37403 5.06541 -0.19548  -0.6488
N3 -2.10413 5.73765 1.56510  -0.4195
C19 -1.77300 5.60273 2.97248  -0.4018
C20 -1.37422 6.69925 0.75448  -0.4167
H28 -3.55652 4.30362 1.68006  0.1088
H29 -1.92761 6.55378 3.48475  0.2001
H30 -0.72895 5.30602 3.08404  0.2066
H31 -2.40426 4.84734 3.43485  0.2134
H32 -2.06453 7.42877 0.33076  0.2165
H33 -0.87230 6.18854 -0.06772  0.2106
H34 -0.63726 7.20891 1.36881  0.2100

Computed properties:
net charge: 0
2S+1: 1
frontier orbital gap: 7.536 eV
LUMO: -1.01 eV
ΔE to the lowest compared entry with this formula, charge and spin: 0.00 kcal/mol



Number 1: strongest force on any atom 2.96 eV Å⁻¹. Number 2: strongest force on any atom 4.70 eV Å⁻¹. Number 3: strongest force on any atom 4.26 eV Å⁻¹. Number 4: strongest force on any atom 4.89 eV Å⁻¹. Number 5: strongest force on any atom 2.72 eV Å⁻¹. Number 6: strongest force on any atom 1.22 eV Å⁻¹.